1) Formula: CH4O2S
Source: OMol25
Level of theory: ωB97M-V/def2-TZVPD

charge: 0
HOMO level (alpha / beta): -6.66 / -9.19 eV

```
8
Properties=species:S:1:pos:R:3:lowdin_charge:R:1
C 1.091 0.480 -0.054 -0.108
O 1.744 0.765 1.062 -0.029
O -1.184 -0.491 -0.920 -0.678
S -1.812 -1.765 -0.462 0.797
H 0.278 1.181 -0.319 0.074
H 1.480 1.653 1.213 0.069
H 1.429 -0.435 -0.344 0.031
H -3.025 -1.389 -0.176 -0.156
```

=====

2) Formula: CH4O2S
Source: OMol25
Level of theory: ωB97M-V/def2-TZVPD

charge: 0
HOMO level (alpha / beta): -10.42 / -9.79 eV

```
8
Properties=species:S:1:pos:R:3:lowdin_charge:R:1
C -0.773 0.145 0.548 -0.178
O 0.419 0.609 -1.746 -0.376
O 1.926 0.585 0.235 -0.369
S 0.773 0.074 -0.484 0.606
H -0.670 1.184 0.856 0.047
H -1.749 0.007 0.028 0.072
H -0.893 -0.498 1.456 0.073
H 0.967 -2.106 -0.893 0.125
```

=====

Stability ranking, top entry: 2); the second entry is 6.2 kcal/mol less favorable.

=====

1) Formula: C11H16Cl3HfNOS
Source: OMol25
Level of theory: ωB97M-V/def2-TZVPD

charge: -2
HOMO level: 0.56 eV

```
34
Properties=species:S:1:pos:R:3:lowdin_charge:R:1
C 1.709 -1.440 -1.313 -0.286
C 1.816 -0.296 -2.150 -0.294
C 0.587 -0.146 -2.850 -0.288
C 2.995 0.581 -2.277 -0.113
C -0.265 -1.225 -2.481 -0.288
C 0.424 -2.022 -1.526 -0.288
C -0.115 -3.221 -0.866 -0.107
C 2.743 -1.904 -0.372 -0.099
C 0.261 0.941 -3.789 -0.100
C -1.631 -1.455 -2.985 -0.114
Hf -0.260 1.273 1.158 0.412
Cl 0.841 2.584 -0.203 0.060
Cl 1.485 1.227 2.812 -0.114
Cl -2.115 1.016 -0.368 -0.090
H 3.638 0.487 -1.395 0.054
H 2.696 1.631 -2.379 0.032
H 3.594 0.315 -3.160 0.058
H 0.683 1.892 -3.440 0.047
H -0.826 1.056 -3.875 0.054
H 0.663 0.740 -4.793 0.056
H -2.184 -0.510 -3.052 0.036
H -2.176 -2.125 -2.312 0.051
H -1.613 -1.914 -3.985 0.058
H -1.203 -3.139 -0.768 0.056
H 0.307 -3.320 0.139 0.046
H 0.113 -4.131 -1.440 0.058
H 3.236 -1.049 0.110 0.058
H 3.515 -2.501 -0.881 0.057
H 2.289 -2.519 0.413 0.051
O -0.078 -0.911 1.075 -0.472
H 0.420 -1.213 1.856 -0.052
S -2.003 2.175 2.817 0.411
C -1.139 2.661 4.150 -0.957
N -0.598 3.043 5.126 0.008
```

=====

2) Formula: C11H16Cl3HfNOS
Source: OMol25
Level of theory: ωB97M-V/def2-TZVPD

charge: -2
HOMO level: 0.43 eV

```
34
Properties=species:S:1:pos:R:3:lowdin_charge:R:1
C -0.644 0.905 -2.382 -0.288
C -0.830 -0.469 -2.692 -0.289
C 0.451 -1.095 -2.694 -0.280
C -2.114 -1.140 -2.953 -0.114
C 1.436 -0.102 -2.420 -0.284
C 0.756 1.131 -2.210 -0.288
C 1.390 2.402 -1.821 -0.106
C -1.727 1.878 -2.144 -0.100
C 0.697 -2.534 -2.897 -0.099
C 2.891 -0.332 -2.300 -0.113
Hf -0.510 -0.578 1.482 0.481
Cl -1.591 -2.354 0.399 -0.071
Cl -2.630 0.388 2.111 -0.123
Cl 1.708 -1.449 0.961 -0.116
H -2.944 -0.564 -2.530 0.055
H -2.137 -2.144 -2.509 0.029
H -2.284 -1.244 -4.039 0.060
H -0.094 -3.130 -2.425 0.047
H 1.643 -2.830 -2.429 0.054
H 0.732 -2.795 -3.963 0.056
H 3.078 -1.268 -1.757 0.032
H 3.353 0.482 -1.723 0.052
H 3.371 -0.400 -3.294 0.059
H 2.290 2.213 -1.223 0.056
H 0.715 2.995 -1.195 0.043
H 1.678 3.019 -2.685 0.057
H -2.584 1.395 -1.646 0.061
H -2.083 2.312 -3.090 0.057
H -1.388 2.697 -1.494 0.050
O -0.109 1.116 0.578 -0.457
H -0.421 2.013 0.823 0.019
S 0.227 -0.665 3.947 0.402
C -1.159 -0.486 4.858 -0.951
N -2.112 -0.383 5.551 0.007
```

=====

Stability ranking, top entry: 2); the second entry is 18.1 kcal/mol less favorable.

=====

1) Formula: C2H3F4NO2S
Source: OMol25
Level of theory: ωB97M-V/def2-TZVPD

charge: 0
SMILES: O=S(=O)(F)N(CF)C(F)F
HOMO level: -11.19 eV

```
13
Properties=species:S:1:pos:R:3:lowdin_charge:R:1
C -0.551 -0.304 1.296 -0.293
C 0.825 1.280 0.136 -0.524
N 0.542 -0.090 0.385 0.017
O 0.132 -2.480 -1.221 -0.187
O 0.524 -0.383 -2.460 -0.218
F -0.852 -1.616 1.256 -0.008
F 1.484 1.947 1.052 0.115
F -0.252 2.071 -0.180 0.047
F -1.557 -0.840 -1.346 -0.160
S 0.031 -1.124 -1.389 0.739
H -0.444 0.030 2.380 0.166
H -1.448 0.180 0.962 0.108
H 1.567 1.330 -0.871 0.197
```

=====

2) Formula: C2H3F4NO2S
Source: OMol25
Level of theory: ωB97M-V/def2-TZVPD

charge: 0
HOMO level (alpha / beta): -8.80 / -8.81 eV

```
13
Properties=species:S:1:pos:R:3:lowdin_charge:R:1
C 1.896 -1.428 -0.468 0.063
C -1.804 -0.854 -0.163 -0.831
N 1.123 -0.620 -1.022 -0.126
O -3.613 1.233 -1.316 -0.298
O -0.375 1.059 0.850 -0.404
F -2.523 -1.447 -1.079 0.171
F -2.543 -0.616 0.898 0.139
F -0.862 -1.748 0.182 0.059
F 1.625 0.424 -1.748 -0.059
S -0.807 0.700 -0.469 1.170
H 1.543 -2.067 0.353 0.110
H -3.163 2.058 -1.534 -0.105
H 2.972 -1.280 -0.666 0.112
```

=====

Stability ranking, top entry: 1); the second entry is 115.3 kcal/mol less favorable.